# 1
Molecular formula: C20H40BO7S
Method: DFT, ωB97M-V/def2-TZVPD

```
69
Properties=species:S:1:pos:R:3:mulliken_charge:R:1
C -5.889 0.138 -0.270 -1.281
C -4.623 0.915 -0.642 -0.741
C -3.473 0.016 -1.107 -0.606
C -3.031 -0.999 -0.042 0.115
C -2.055 -0.359 0.971 1.987
C -2.342 -0.855 2.383 -0.977
C -1.603 -0.100 3.494 -1.345
C -0.083 -0.119 3.292 -0.575
C 0.428 1.153 2.563 -1.179
C 1.600 0.871 1.605 -0.571
C 1.143 1.220 0.171 -1.483
C 1.597 0.251 -0.932 -0.592
C 1.426 -1.235 -0.558 -1.415
C 0.593 -2.108 -1.536 1.590
C 0.624 -1.704 -3.017 -1.804
C -0.632 -0.919 -3.331 0.537
C -1.859 -1.727 -3.699 -0.286
O -1.095 -0.968 -4.639 -0.601
C 1.255 -3.524 -1.457 -0.784
O 0.200 -4.482 -1.403 -0.729
B -0.981 -3.753 -0.896 1.981
O -0.676 -2.290 -0.968 -1.652
H -6.792 0.717 -0.454 0.374
H -5.876 -0.105 0.790 0.306
H -5.956 -0.795 -0.828 0.293
H -4.805 1.673 -1.403 0.554
H -4.270 1.431 0.254 0.257
H -2.618 0.665 -1.315 0.070
H -3.756 -0.491 -2.031 0.435
H -2.555 -1.832 -0.556 -0.503
H -3.897 -1.345 0.519 0.642
H -2.201 0.724 0.903 0.172
H -1.031 -0.583 0.676 -1.422
H -2.045 -1.906 2.428 0.376
H -3.411 -0.798 2.594 0.443
H -1.967 0.933 3.497 0.437
H -1.862 -0.528 4.464 0.404
H 0.126 -0.986 2.664 0.241
H 0.429 -0.171 4.249 0.578
H 0.707 1.863 3.344 0.464
H -0.415 1.588 2.033 0.490
H 1.993 -0.133 1.725 0.578
H 2.413 1.546 1.868 0.265
H 0.064 1.328 0.078 0.490
H 1.560 2.198 -0.077 0.814
H 1.050 0.522 -1.835 0.379
H 2.639 0.455 -1.174 0.295
H 2.426 -1.654 -0.458 0.646
H 0.958 -1.342 0.415 0.246
H 1.464 -1.051 -3.261 0.335
H 0.552 -2.565 -3.676 0.494
H -0.798 -0.011 -2.760 0.406
H -2.604 -1.189 -3.127 -0.299
H -1.574 -2.756 -3.559 0.376
H 1.823 -3.694 -0.534 0.296
H 1.864 -3.785 -2.328 0.274
H -1.285 -4.034 0.280 -0.431
H -1.986 -4.050 -1.575 -0.340
C 6.432 4.359 0.424 -0.382
C 5.571 4.354 1.670 -0.315
O 4.386 3.659 1.277 -0.296
S 4.748 2.529 0.194 1.240
O 4.888 1.289 0.858 -0.545
O 3.910 2.706 -0.929 -0.549
O 6.220 3.074 -0.164 -0.356
H 6.105 5.123 -0.285 0.285
H 7.487 4.497 0.646 0.305
H 5.321 5.354 2.013 0.297
H 6.045 3.797 2.481 0.292
```

Charge ... -1
Energy ... -1735.7388 Ha
E_HOMO ... -3.62 eV
Energy relative to the best compared isomer or geometry (same formula, charge and spin) ... 0.0 kcal/mol
Strongest force on any atom ... 3.30 eV/Å
Orbital gap ... 5.37 eV

# 2
Molecular formula: C20H40BiNP3S2
Method: DFT, ωB97M-V/def2-TZVPD

```
67
Properties=species:S:1:pos:R:3:mulliken_charge:R:1
Bi -0.202 0.176 -0.193 1.446
P 0.834 0.610 -2.878 0.556
P 2.394 1.701 0.427 0.703
P -1.185 -2.371 -1.014 0.770
H 0.146 2.864 4.226 0.361
C -0.490 2.040 4.470 -0.508
C -0.017 0.818 4.791 -0.570
H 1.045 0.581 4.691 0.313
C -0.256 1.933 -3.588 -1.248
C 2.499 1.193 -3.352 -1.239
C 0.585 -0.784 -4.031 -1.103
C 2.593 1.931 2.248 -0.693
C 4.096 1.208 -0.054 -1.342
C 2.361 3.444 -0.157 -1.356
C -1.761 -3.242 0.482 -1.110
C -0.224 -3.646 -1.899 -1.050
C -2.639 -2.110 -2.079 -1.163
H -1.575 2.215 4.366 0.229
H -0.694 0.016 5.045 0.316
H -0.043 2.069 -4.662 0.478
H -0.069 2.881 -3.054 0.381
H -1.316 1.658 -3.450 0.375
H 2.533 1.435 -4.424 0.527
H 3.239 0.410 -3.157 0.365
H 2.792 2.088 -2.795 0.310
H 0.768 -0.469 -5.068 0.565
H -0.435 -1.177 -3.961 0.249
H 1.287 -1.587 -3.780 0.322
H 3.018 2.929 2.454 0.491
H 3.262 1.145 2.636 0.418
H 1.624 1.849 2.765 -0.324
H 4.814 1.985 0.252 0.481
H 4.155 1.067 -1.142 0.327
H 4.349 0.255 0.428 0.334
H 3.313 3.945 0.088 0.458
H 1.527 3.967 0.332 0.416
H 2.200 3.464 -1.245 0.294
H -2.711 -3.757 0.289 0.469
H -1.906 -2.526 1.303 0.263
H -1.009 -3.978 0.799 0.385
H -0.762 -4.603 -1.868 0.464
H 0.759 -3.779 -1.435 0.227
H -0.073 -3.356 -2.946 0.375
H -3.332 -2.952 -1.987 0.477
H -2.325 -2.025 -3.126 0.356
H -3.160 -1.183 -1.810 0.346
C -3.513 1.147 0.947 1.056
C -4.845 1.549 0.703 -0.635
C -5.821 1.568 1.682 -0.663
C -5.512 1.155 2.984 -0.542
C -4.215 0.695 3.254 -0.637
C -3.224 0.672 2.260 -0.185
S -2.461 1.277 -0.477 -0.362
H 0.480 0.324 1.512 0.109
H -5.120 1.867 -0.308 0.360
H -6.813 1.890 1.368 0.402
H -6.278 1.172 3.768 0.400
H -4.014 0.335 4.271 0.414
H -2.225 0.295 2.508 0.198
S 4.154 -3.301 -0.606 -0.014
C 3.376 -3.659 0.936 -0.390
C 2.335 -2.772 1.134 -0.765
N 2.145 -1.847 0.115 0.589
C 3.069 -2.004 -0.829 -0.429
H 3.650 -4.510 1.556 0.448
H 1.691 -2.785 2.011 0.404
H 3.133 -1.397 -1.727 0.100
```

Charge ... +3
Energy ... -2874.7441 Ha
E_HOMO (spin up / spin down) ... -16.42 / -16.37 eV
Energy relative to the best compared isomer or geometry (same formula, charge and spin) ... 83.8 kcal/mol
Strongest force on any atom ... 2.51 eV/Å
Orbital gap (spin up / spin down) ... 4.04 / 3.91 eV

# 3
Molecular formula: C20H40Br20
Method: DFT, ωB97M-V/def2-TZVPD

```
80
Properties=species:S:1:pos:R:3:mulliken_charge:R:1
Br -0.701 0.525 -1.139 0.059
C -0.282 -0.659 0.309 0.244
C 1.188 -1.010 0.289 -0.146
Br 1.607 -2.655 1.318 -0.154
H -0.835 -1.582 0.120 0.215
H -0.612 -0.328 1.289 -0.101
H 1.698 -0.238 0.861 -0.177
H 1.634 -1.007 -0.702 0.198
Br -2.355 0.760 -5.724 -0.148
C -0.990 0.129 -4.480 0.222
C -0.206 -0.917 -5.220 -0.823
Br 0.882 -1.949 -3.965 -0.143
H -1.643 -0.238 -3.702 -0.206
H -0.333 0.952 -4.210 0.076
H 0.491 -0.492 -5.935 0.446
H -0.866 -1.629 -5.706 0.559
Br 1.013 -5.090 5.697 -0.170
C 1.863 -3.399 5.229 -0.465
C 3.025 -3.175 6.185 -0.512
Br 3.917 -1.586 5.545 -0.177
H 1.145 -2.590 5.148 0.357
H 2.295 -3.555 4.246 0.167
H 3.705 -4.020 6.181 0.391
H 2.715 -2.954 7.202 0.372
Br 4.289 0.195 -2.904 -0.135
C 3.077 1.664 -3.523 -0.222
C 2.941 1.616 -5.029 -0.528
Br 1.983 3.212 -5.720 -0.148
H 3.511 2.570 -3.119 0.414
H 2.099 1.462 -3.088 -0.053
H 2.452 0.701 -5.334 0.147
H 3.958 1.708 -5.406 0.506
Br 5.464 -3.089 -5.101 -0.169
C 3.706 -3.224 -4.266 -0.132
C 3.864 -3.376 -2.745 -0.027
Br 3.863 -5.301 -2.338 -0.179
H 3.151 -4.030 -4.729 0.531
H 3.213 -2.267 -4.430 -0.313
H 3.078 -2.925 -2.149 -0.239
H 4.813 -2.948 -2.438 0.461
Br 1.198 4.393 -1.980 -0.091
C -0.797 4.391 -1.950 -0.136
C -1.370 4.912 -3.252 -0.550
Br -1.127 6.863 -3.368 -0.176
H -1.166 4.923 -1.080 0.472
H -1.072 3.343 -1.852 -0.227
H -2.414 4.611 -3.338 0.442
H -0.879 4.537 -4.147 0.250
Br -2.659 -1.331 3.060 -0.040
C -3.399 -3.113 3.455 -0.671
C -4.067 -3.082 4.813 -0.560
Br -4.850 -4.821 5.232 -0.170
H -2.612 -3.850 3.349 0.403
H -4.050 -3.261 2.598 0.346
H -4.854 -2.343 4.904 0.384
H -3.334 -2.957 5.604 0.341
Br -1.815 3.262 5.667 -0.164
C -2.260 3.543 3.788 -0.595
C -2.451 2.183 3.151 -0.308
Br -3.105 2.324 1.286 -0.152
H -1.450 4.103 3.329 0.346
H -3.155 4.142 3.627 0.429
H -3.232 1.579 3.593 0.420
H -1.499 1.664 3.076 -0.007
Br -3.666 -2.617 -0.316 -0.165
C -4.562 -0.916 -0.274 0.023
C -4.759 -0.357 -1.679 -0.087
Br -6.063 -1.441 -2.639 -0.157
H -3.964 -0.238 0.332 -0.337
H -5.524 -1.048 0.214 0.477
H -3.836 -0.417 -2.251 -0.178
H -5.078 0.682 -1.670 0.417
Br 1.623 0.666 3.618 -0.026
C 2.721 2.306 3.442 -0.694
C 2.381 3.215 2.257 -0.431
Br 2.938 2.318 0.602 -0.117
H 3.773 2.036 3.410 0.380
H 2.621 2.947 4.320 0.417
H 2.701 4.252 2.329 0.450
H 1.296 3.334 2.218 0.046
```

Energy ... -52266.3430 Ha
E_HOMO ... -9.89 eV
SMILES ... BrCCBr.BrCCBr.BrCCBr.BrCCBr.BrCCBr.BrCCBr.BrCCBr.BrCCBr.BrCCBr.BrCCBr
Energy relative to the best compared isomer or geometry (same formula, charge and spin) ... 30.4 kcal/mol
Strongest force on any atom ... 2.09 eV/Å
Orbital gap ... 9.83 eV